1.
Here is a molecular structure, CH2Cl2N2O2 in a non-equilibrium geometry from the OMol25 dataset. Energies are from the ωB97M-V functional and the def2-TZVPD basis.

Geometry (Å):
C1 0.770946 -1.159843 0.578858
N1 -0.623432 0.822401 -1.820759
N2 0.092490 -0.115522 0.889154
O1 0.787571 1.050164 0.754903
O2 -1.065450 0.021110 1.323606
Cl1 -2.187044 0.513172 -1.336011
Cl2 0.100752 1.961410 -0.957852
H1 1.625735 -0.839961 0.003745
H2 0.498433 -2.252930 0.564356

Forces on atoms 1 to 6 (eV/Å):
1.36 -1.90 -1.91
0.68 -0.27 -0.52
-2.03 2.02 1.22
0.98 -0.84 0.90
0.41 -0.82 0.05
-0.80 0.11 -0.09

Values from the calculation:
Maximum force   3.11 eV/A
Kohn-Sham gap (alpha / beta)   7.4 / 7.7 eV
ΔE to the lowest compared entry with this formula, charge and spin   4.181 eV
LUMO (alpha / beta)   -2.03 / -1.82 eV
E_HOMO (alpha / beta)   -9.474 / -9.524 eV

Atom charges from the natural (NBO) analysis, given in e for atoms 1 to 6: -0.18, -0.48, 0.31, -0.40, -0.49, 0.22

2.
Here is CHFN2O2S in the gas phase in a non-equilibrium geometry from the OMol25 dataset. Energies are from the ωB97M-V functional and the def2-TZVPD basis.

Geometry (Å):
C1 -0.752656 -1.348610 0.245608
N1 -0.633125 -2.386218 0.685530
N2 -1.057121 -0.186678 -0.271439
O1 0.881970 0.851449 1.524999
O2 0.429599 2.252457 -0.487326
F1 1.543099 0.041954 -0.606856
S1 0.565069 1.045098 0.193713
H1 -0.976836 -0.269451 -1.284229

Forces on atoms 1 to 6 (eV/Å):
-0.40 0.11 0.04
0.52 -2.31 1.09
2.22 3.84 -0.10
0.24 0.12 2.16
-0.02 0.96 -0.65
-0.49 1.36 0.32

Values from the calculation:
Maximum force   5.62 eV/A
Kohn-Sham gap   9.8 eV
ΔE to the lowest compared entry with this formula, charge and spin   1.330 eV
LUMO   -1.37 eV
E_HOMO   -11.171 eV

Atom charges from the natural (NBO) analysis, given in e for atoms 1 to 6: 0.35, -0.30, -0.75, -0.83, -0.82, -0.47

3.
Here is a molecular structure, C33H42As3F5N3O3SV from the OMol25 dataset. Energies are from the ωB97M-V functional and the def2-TZVPD basis.

Geometry (Å):
V1 0.100130 -0.568910 1.061757
O1 -1.487891 -0.630988 1.759521
C1 -2.148245 -0.516756 2.930661
C2 -3.485639 -0.877672 2.983072
C3 -4.156714 -0.756590 4.191305
C4 -3.505351 -0.285417 5.325280
C5 -2.167626 0.058715 5.260632
C6 -1.463548 -0.054948 4.058903
C7 -0.051614 0.241232 4.016821
N1 0.670700 0.120604 2.961518
N2 2.027774 0.364643 3.156901
C8 2.658216 0.114574 2.055445
O2 2.037970 -0.270135 0.970418
C9 4.121348 0.276538 1.954754
C10 4.815680 -0.377912 0.940841
C11 6.189215 -0.230654 0.840336
C12 6.868407 0.577916 1.741160
C13 6.176176 1.235400 2.749413
C14 4.804567 1.082631 2.862085
H1 -3.972952 -1.246908 2.092039
H2 -5.199365 -1.039525 4.250663
H3 -4.041713 -0.198873 6.259601
H4 -1.651586 0.407490 6.146191
H5 0.443677 0.547405 4.933647
H6 4.277407 -1.010062 0.247203
H7 6.731602 -0.749743 0.061402
H8 7.941133 0.692526 1.659953
H9 6.707808 1.865146 3.449793
H10 4.256187 1.579828 3.650860
F1 -3.290257 -6.995160 0.982568
C15 -2.391908 -6.026661 1.108811
C16 -2.561478 -4.822715 0.449377
F2 -3.632186 -4.621352 -0.323496
C17 -1.615789 -3.822394 0.585129
F3 -1.839067 -2.687068 -0.105604
C18 -0.480788 -3.960116 1.371542
S1 0.786216 -2.760847 1.625305
C19 -0.338631 -5.187978 2.021043
F4 0.720842 -5.401622 2.798406
C20 -1.266581 -6.207222 1.899278
F5 -1.086502 -7.355910 2.540099
C21 1.499673 -2.833808 -1.638615
As1 0.530534 -1.166996 -1.447254
C22 -0.803880 -1.403131 -2.833649
C23 1.889745 0.006619 -2.216765
C24 1.635254 1.499821 -2.480156
C25 2.896422 1.995782 -3.207457
C26 1.551084 2.300300 -1.173956
As2 0.202125 1.909424 0.192956
C27 0.933666 3.049121 1.588964
C28 -1.358386 2.970807 -0.244533
C29 0.391429 1.683476 -3.362954
As3 0.307720 3.268960 -4.569491
C30 -0.668081 4.555326 -3.455512
C31 -1.262991 2.611933 -5.542124
H11 1.797396 -2.939163 -2.682313
H12 0.859003 -3.665642 -1.351252
H13 2.372325 -2.824678 -0.990195
H14 -0.278888 -1.532772 -3.780419
H15 -1.480529 -0.557725 -2.872862
H16 -1.363946 -2.307178 -2.605026
H17 2.148205 -0.468753 -3.168433
H18 2.748137 -0.111799 -1.549693
H19 3.790401 1.720331 -2.644533
H20 2.891403 3.079139 -3.330748
H21 2.970757 1.555256 -4.203752
H22 1.426879 3.363648 -1.402900
H23 2.497113 2.200791 -0.633108
H24 1.011949 4.062487 1.194438
H25 1.915660 2.697845 1.896116
H26 0.270352 3.048711 2.452401
H27 -1.034095 3.973663 -0.516431
H28 -1.975499 3.028939 0.652881
H29 -1.932625 2.513170 -1.042328
H30 -0.532541 1.625760 -2.775421
H31 0.349659 0.853224 -4.074775
H32 -0.018325 4.967958 -2.684091
H33 -1.550811 4.110340 -2.999462
H34 -0.980198 5.378437 -4.097917
H35 -0.969629 1.788141 -6.191503
H36 -1.660136 3.413327 -6.163525
H37 -2.041773 2.274796 -4.856347
C32 -4.492793 -1.078550 -1.684847
C33 -3.827499 -0.006104 -0.859571
N3 -4.650002 0.707716 -0.057056
O3 -2.624569 0.214716 -0.904968
H38 -5.069421 -0.620799 -2.489848
H39 -5.175832 -1.677260 -1.082267
H40 -3.731126 -1.723212 -2.111745
H41 -5.639643 0.540747 -0.027861
H42 -4.263294 1.446350 0.505271

Forces on atoms 1 to 6 (eV/Å):
0.34 -0.59 0.27
0.03 0.27 0.02
-0.01 -0.07 -0.17
0.03 0.09 0.25
-0.04 -0.04 -0.12
0.05 0.04 0.06

Values from the calculation:
Maximum force   0.73 eV/A
Kohn-Sham gap (alpha / beta)   6.5 / 6.9 eV
ΔE to the lowest compared entry with this formula, charge and spin   0.000 eV
Charge   +1
LUMO (alpha / beta)   -3.96 / -3.62 eV
E_HOMO (alpha / beta)   -10.460 / -10.526 eV
Multiplicity   2

Atom charges from the Mulliken analysis, given in e for atoms 1 to 6: 0.94, -0.03, 0.41, -0.78, -0.64, -0.87

4.
Here is a molecular structure, C2H13O7Zn in a non-equilibrium geometry from the OMol25 dataset. Energies are from the ωB97M-V functional and the def2-TZVPD basis.

Geometry (Å):
Zn1 -0.417680 -0.247234 0.014003
C1 3.181960 5.154348 -0.244135
C2 2.255173 3.917769 -0.052428
O1 2.516046 2.873411 0.608006
O2 1.242996 3.801995 -0.728499
H1 3.038059 5.810345 0.614379
H2 2.912934 5.705514 -1.145213
H3 4.229997 4.889280 -0.104632
O3 -2.973823 -0.784940 -2.582707
H4 -3.916924 -0.756891 -2.421436
H5 -2.884706 -1.273489 -3.401000
O4 0.376840 -2.406491 3.107660
H6 1.204222 -2.623453 3.537321
H7 -0.236632 -2.260927 3.827864
O5 2.005470 -1.935059 -2.043500
H8 2.939732 -2.062514 -1.878743
H9 1.796909 -2.559578 -2.738273
O6 -3.473697 0.517536 2.216136
H10 -4.385319 0.424794 1.939394
H11 -3.526697 0.893883 3.094651
O7 -1.906144 -5.308639 -0.583528
H12 -2.446717 -5.751529 0.070586
H13 -1.532000 -6.018131 -1.105905

Forces on atoms 1 to 6 (eV/Å):
0.19 0.08 -0.04
-0.81 -1.04 1.67
3.03 2.04 -0.87
-0.58 -0.14 0.14
-1.72 -0.78 -0.29
-0.41 0.18 0.04

Values from the calculation:
Maximum force   3.75 eV/A
Kohn-Sham gap   3.3 eV
ΔE to the lowest compared entry with this formula, charge and spin   9.309 eV
Charge   +1
LUMO   -8.91 eV
E_HOMO   -12.190 eV

Atom charges from the natural (NBO) analysis, given in e for atoms 1 to 6: 0.90, -0.75, 0.76, -0.34, -0.37, 0.26

5.
Here is a molecular structure, C4H13NO2 in a non-equilibrium geometry from the OMol25 dataset. Energies are from the ωB97M-V functional and the def2-TZVPD basis.

Geometry (Å):
C1 1.612414 0.106607 -0.458245
C2 0.950017 -1.580369 0.455532
C3 1.283106 1.265025 0.431617
O1 2.946013 -0.179501 -0.606736
H1 3.376849 -0.168502 0.260073
H2 1.171030 0.130580 -1.447686
H3 1.721422 1.126963 1.426205
H4 1.681120 2.198961 0.014565
H5 1.433842 -1.282273 1.384291
H6 0.183272 -2.225469 0.873423
H7 1.604766 -2.193146 -0.159091
H8 0.205568 1.366739 0.536344
C4 -2.691057 0.946631 -0.241864
N1 -2.585527 -0.455319 -0.578041
O2 -0.887481 -0.831619 -0.348752
H9 -0.836632 -1.215840 -1.232919
H10 -2.967857 -1.001131 0.194610
H11 -2.243986 1.215292 0.726821
H12 -3.749171 1.234821 -0.209823
H13 -2.207707 1.541548 -1.020324

Forces on atoms 1 to 6 (eV/Å):
-1.52 -2.15 1.00
3.35 1.05 -0.02
0.07 0.14 0.00
0.13 -0.01 0.24
-0.10 0.00 -0.13
-0.09 0.03 0.08

Values from the calculation:
Maximum force   5.66 eV/A
Kohn-Sham gap   9.0 eV
ΔE to the lowest compared entry with this formula, charge and spin   6.061 eV
LUMO   0.90 eV
E_HOMO   -8.073 eV

Atom charges from the natural (NBO) analysis, given in e for atoms 1 to 6: 0.23, -0.68, -0.67, -0.70, 0.47, 0.18

Question: The lowest ΔE to the lowest compared entry with this formula, charge and spin belongs to which entry?
Answer: C33H42As3F5N3O3SV

Question: Which formula does entry 5 have?
Answer: C4H13NO2

Question: Number 3 is which compound?
Answer: C33H42As3F5N3O3SV